Entry from OMol25: 3 unconnected molecules or ions with the total composition C4H9P (the ωB97M-V functional and the def2-TZVPD basis).

Results
- SMILES: C1=PC1.[H][H].C=C
- Orbital gap: 0.3364 Ha
- ΔE to the lowest compared entry with this formula, charge and spin: 3.485 eV
- Strongest force on any atom: 0.0651 hartree/bohr
- Multiplicity: 1

The geometry in XYZ format:
```
14
Properties=species:S:1:pos:R:3:lowdin_charge:R:1
C 3.39 1.24 -1.06 -0.50
C 2.37 0.37 -0.51 -0.45
C -2.27 -1.58 -0.08 -0.11
C -1.45 -0.58 0.19 -0.12
P 2.72 1.56 0.60 0.89
H 4.41 0.83 -1.06 0.05
H 3.20 1.85 -1.84 0.00
H 1.75 -0.49 -0.63 0.01
H -2.07 -2.57 -0.66 0.08
H -3.36 -1.46 0.29 0.06
H -3.21 0.49 2.55 0.07
H -1.82 0.30 0.68 -0.03
H -0.44 -0.48 -0.25 0.03
H -3.22 0.51 1.78 0.02
```


Entry from OMol25: 2 unconnected molecules or ions with the total composition C4H9P (the ωB97M-V functional and the def2-TZVPD basis).

Results
- Orbital gap (alpha / beta): 0.2610 / 0.3194 Ha
- ΔE to the lowest compared entry with this formula, charge and spin: 5.056 eV
- Strongest force on any atom: 0.1000 hartree/bohr
- Multiplicity: 1

The geometry in XYZ format:
```
14
Properties=species:S:1:pos:R:3:lowdin_charge:R:1
C 0.00 -0.95 -1.13 -0.37
C -0.65 -0.50 0.15 -0.53
C -2.12 -0.44 0.36 -0.13
C 2.20 0.36 0.26 -0.32
P 1.01 -1.12 0.44 0.88
H -0.58 -1.79 -1.57 0.08
H 0.51 -0.29 -1.84 0.06
H 0.10 1.93 -0.15 0.14
H -2.70 -0.07 -0.41 0.04
H -2.19 0.12 1.31 0.07
H -2.46 -1.52 0.67 0.12
H 3.20 0.04 0.04 0.02
H 2.50 0.71 1.28 0.04
H 1.52 0.94 -0.31 -0.10
```


Entry from OMol25: a single C4H9PS molecule (the ωB97M-V functional and the def2-TZVPD basis).

Results
- Orbital gap (alpha / beta): 0.2868 / 0.2714 Ha
- ΔE to the lowest compared entry with this formula, charge and spin: 3.516 eV
- Strongest force on any atom: 0.0961 hartree/bohr
- Multiplicity: 1

The geometry in XYZ format:
```
15
Properties=species:S:1:pos:R:3:lowdin_charge:R:1
C -1.05 -0.75 1.04 0.00
C -0.24 -1.47 0.05 -0.35
C -0.83 1.60 0.03 -0.19
C 1.04 -0.67 -0.15 -0.40
P 0.67 1.07 -0.74 0.23
S 2.18 2.30 -0.51 0.09
H -2.10 -1.00 1.14 0.06
H -0.46 -0.43 1.99 0.10
H 0.24 -2.42 0.42 0.13
H -0.76 -1.44 -0.98 0.13
H -1.56 1.73 -0.69 -0.02
H -0.68 2.32 0.83 0.02
H 1.47 -0.56 0.76 0.02
H 1.79 -1.02 -1.02 0.13
H 0.29 0.75 -2.18 0.04
```


Entry from OMol25: 2 unconnected molecules or ions with the total composition C4H9S (the ωB97M-V functional and the def2-TZVPD basis).

Results
- Orbital gap: 0.2225 Ha
- ΔE to the lowest compared entry with this formula, charge and spin: 1.227 eV
- Strongest force on any atom: 0.0288 hartree/bohr
- Multiplicity: 1
- Charge: -1

The geometry in XYZ format:
```
14
Properties=species:S:1:pos:R:3:lowdin_charge:R:1
C 3.11 0.41 -0.49 -0.74
S 2.08 -1.11 -0.49 -0.02
H 2.83 1.07 0.34 -0.03
H 2.71 0.97 -1.35 -0.04
H 4.18 0.25 -0.54 -0.02
C -1.74 0.59 -0.56 -0.13
C -2.13 -0.27 0.63 -0.26
C -1.26 -0.87 1.43 -0.05
H -2.67 0.94 -1.02 0.05
H -1.34 -0.07 -1.33 0.06
H -0.98 1.35 -0.43 0.07
H -3.14 -0.66 0.59 0.07
H -1.48 -1.88 1.80 0.04
H -0.17 -0.73 1.40 0.00
```


Entry from OMol25: a molecular structure, C4HAgLiO4 (the ωB97M-V functional and the def2-TZVPD basis).

Results
- Orbital gap (alpha / beta): 0.2496 / 0.2496 Ha
- ΔE to the lowest compared entry with this formula, charge and spin: 4.488 eV
- Strongest force on any atom: 0.1260 hartree/bohr
- Multiplicity: 1
- Charge: +1

The geometry in XYZ format:
```
11
Properties=species:S:1:pos:R:3:lowdin_charge:R:1
O 2.88 2.78 -1.11 -0.06
C 3.02 3.42 -2.03 0.05
C -0.27 0.23 -0.44 -0.04
C 0.01 -0.86 -1.11 0.01
H 0.61 -1.26 -1.91 0.11
Ag 2.13 1.02 0.74 0.75
O -1.45 -1.24 -0.59 0.04
C -1.44 -1.22 0.75 -0.67
O -2.38 -1.64 1.43 0.00
O -0.70 -0.21 1.09 -0.06
Li -2.41 -1.02 3.19 0.88
```


Entry from OMol25: a molecular structure, C4HAlLiO4 (the ωB97M-V functional and the def2-TZVPD basis).

Results
- Orbital gap (alpha / beta): 0.2175 / 0.1995 Ha
- Strongest force on any atom: 0.0974 hartree/bohr
- Multiplicity: 1
- Charge: +3

The geometry in XYZ format:
```
11
Properties=species:S:1:pos:R:3:lowdin_charge:R:1
O -1.15 2.85 0.35 -0.03
C -0.69 3.83 0.02 0.14
C -0.84 -0.57 -0.75 0.17
C -0.85 -1.82 -0.33 0.42
H -1.50 -2.51 0.19 0.18
Li -1.70 0.84 0.74 0.83
O 1.00 -2.07 0.03 0.30
C 1.12 -0.83 0.15 -0.75
O 1.49 0.01 0.99 0.22
O 0.54 -0.25 -0.92 -0.01
Al 2.57 0.50 -0.47 1.52
```


Entry from OMol25: a single C4HCl3O molecule (the ωB97M-V functional and the def2-TZVPD basis).

Results
- SMILES: ClC(Cl)=C(Cl)C1=CO1
- Orbital gap: 0.3414 Ha
- ΔE to the lowest compared entry with this formula, charge and spin: 3.277 eV
- Strongest force on any atom: 0.0980 hartree/bohr
- Multiplicity: 1

The geometry in XYZ format:
```
9
Properties=species:S:1:pos:R:3:lowdin_charge:R:1
C -0.04 -0.14 -0.28 0.20
C 1.19 0.20 -0.18 -0.37
C 2.91 -0.53 -0.01 -0.64
C 3.94 0.33 0.06 -1.18
O 0.75 1.43 -0.23 -0.04
Cl 3.03 -2.26 -0.08 0.65
Cl 5.59 -0.23 0.10 0.60
Cl 3.83 2.06 -0.05 0.67
H -1.12 -0.09 -0.34 0.10
```


Entry from OMol25: 2 unconnected molecules or ions with the total composition C4HClNO2 (the ωB97M-V functional and the def2-TZVPD basis).

Results
- Orbital gap (alpha / beta): 0.1648 / 0.2674 Ha
- ΔE to the lowest compared entry with this formula, charge and spin: 1.391 eV
- <S²>: 2.02
- Strongest force on any atom: 0.0500 hartree/bohr
- Multiplicity: 3
- Charge: -1

The geometry in XYZ format:
```
9
Properties=species:S:1:pos:R:3:lowdin_charge:R:1
C 1.65 0.43 -0.26 -0.35
C 0.52 1.16 -0.69 -0.63
C 0.25 -0.27 -0.89 -0.24
C -1.79 -1.02 0.58 -0.56
N 1.48 -0.69 -1.15 0.01
O -2.55 -0.26 0.19 0.15
O -1.23 -1.93 1.03 0.15
Cl -0.32 2.30 0.45 0.42
H 1.98 0.29 0.74 0.05
```


Entry from OMol25: 2 unconnected molecules or ions with the total composition C4HF6NO (the ωB97M-V functional and the def2-TZVPD basis).

Results
- Orbital gap: 0.4085 Ha
- ΔE to the lowest compared entry with this formula, charge and spin: 0.225 eV
- Strongest force on any atom: 0.0603 hartree/bohr
- Multiplicity: 1

The geometry in XYZ format:
```
13
Properties=species:S:1:pos:R:3:lowdin_charge:R:1
C -0.98 1.01 -1.04 -0.28
C -2.11 -0.02 1.72 -0.05
C 1.52 -0.32 0.22 -0.28
C 1.06 -0.29 -1.23 -0.51
N -0.18 0.24 -1.48 0.27
O -1.85 1.74 -0.79 0.18
F -3.06 -0.90 1.41 0.05
F -2.17 0.28 2.99 0.08
F 0.45 -0.81 0.95 0.03
F 1.80 0.89 0.69 0.14
F 1.25 -1.45 -1.86 0.15
F 1.96 0.55 -1.91 0.08
H 2.33 -0.92 0.33 0.14
```


Entry from OMol25: 2 unconnected molecules or ions with the total composition C4HF7N2 (the ωB97M-V functional and the def2-TZVPD basis).

Results
- Orbital gap (alpha / beta): 0.3531 / 0.3177 Ha
- ΔE to the lowest compared entry with this formula, charge and spin: 2.388 eV
- Strongest force on any atom: 0.0274 hartree/bohr
- Multiplicity: 1

The geometry in XYZ format:
```
14
Properties=species:S:1:pos:R:3:lowdin_charge:R:1
C -2.43 -0.73 1.14 -0.15
C -1.13 -0.33 1.41 0.01
C -0.85 1.11 1.79 -0.61
C -0.12 -1.36 1.85 -0.61
N -3.51 -1.06 0.94 0.24
N -0.18 0.07 -0.97 0.15
F -0.74 1.26 3.12 0.16
F 0.31 1.55 1.27 0.14
F -1.81 1.93 1.37 0.17
F -0.36 -2.55 1.29 0.17
F -0.12 -1.53 3.17 0.17
F 1.13 -1.02 1.50 0.15
F -0.68 -0.94 -1.67 -0.07
H 0.79 -0.20 -0.74 0.07
```


Entry from OMol25: 2 unconnected molecules or ions with the total composition C4HN2O3 (the ωB97M-V functional and the def2-TZVPD basis).

Results
- Orbital gap: 0.3099 Ha
- ΔE to the lowest compared entry with this formula, charge and spin: 2.108 eV
- Strongest force on any atom: 0.0402 hartree/bohr
- Multiplicity: 1
- Charge: -1

The geometry in XYZ format:
```
10
Properties=species:S:1:pos:R:3:lowdin_charge:R:1
C 0.72 2.12 1.11 -0.32
C 0.60 0.94 0.41 -0.09
C -0.01 -0.37 -2.62 -0.07
C -0.12 -1.47 0.13 -0.71
N 1.05 3.17 1.49 0.08
N -0.14 -0.06 0.74 0.07
O -1.15 -0.37 -2.77 -0.02
O -0.51 -2.28 0.95 0.00
O 0.27 -1.58 -1.02 -0.08
H -0.71 -0.09 1.59 0.14
```


Entry from OMol25: a molecular structure, C4HN2O5P (the ωB97M-V functional and the def2-TZVPD basis).

Results
- Orbital gap: 0.3762 Ha
- ΔE to the lowest compared entry with this formula, charge and spin: 0.000 eV
- Strongest force on any atom: 0.0583 hartree/bohr
- Multiplicity: 1

The geometry in XYZ format:
```
13
Properties=species:S:1:pos:R:3:lowdin_charge:R:1
C 0.01 0.20 0.38 -0.35
C -1.24 0.16 -0.58 -0.21
C -2.32 1.03 -1.29 -0.32
C 0.97 2.35 1.03 -0.30
N 0.75 1.40 0.34 0.21
N -2.29 1.16 0.03 0.08
O -2.74 1.33 -2.37 0.18
O 1.10 3.39 1.49 0.21
O -1.80 -1.07 -0.25 -0.21
O -0.46 -0.27 1.60 -0.23
O -2.84 0.52 1.17 -0.25
P -2.01 -0.90 1.45 1.08
H 0.61 -0.53 -0.02 0.12
```


Entry from OMol25: a single C4HNO2 molecule (the ωB97M-V functional and the def2-TZVPD basis).

Results
- SMILES: N#CC#CC(=O)O
- Orbital gap: 0.3863 Ha
- ΔE to the lowest compared entry with this formula, charge and spin: 1.740 eV
- Strongest force on any atom: 0.1701 hartree/bohr
- Multiplicity: 1

The geometry in XYZ format:
```
8
Properties=species:S:1:pos:R:3:lowdin_charge:R:1
C 1.59 -0.11 -0.07 -0.47
C 0.24 0.35 0.02 0.04
C -0.80 0.90 -0.06 0.06
C -2.35 0.95 0.17 -0.12
H 0.83 -1.84 0.34 0.10
N -3.58 0.81 0.29 0.12
O 1.68 -1.47 0.15 0.12
O 2.38 0.41 -0.83 0.16
```


Entry from OMol25: a single C4HNO3 molecule (the ωB97M-V functional and the def2-TZVPD basis).

Results
- SMILES: O=C1Oc2conc21
- Orbital gap: 0.3565 Ha
- ΔE to the lowest compared entry with this formula, charge and spin: 4.751 eV
- Strongest force on any atom: 0.0802 hartree/bohr
- Multiplicity: 1

The geometry in XYZ format:
```
9
Properties=species:S:1:pos:R:3:lowdin_charge:R:1
C -1.49 -0.95 -0.52 -0.27
C 0.15 -0.24 0.63 -0.08
C 1.21 0.70 0.85 -0.05
C -0.19 0.01 -0.69 -0.14
H 1.44 1.04 1.88 0.14
N 0.73 0.68 -1.43 0.19
O -2.49 -1.20 -1.16 0.17
O -1.01 -1.19 0.77 0.08
O 1.66 1.16 -0.33 -0.04
```


Entry from OMol25: a single C4N2 molecule (the ωB97M-V functional and the def2-TZVPD basis).

Results
- Orbital gap: 0.3224 Ha
- ΔE to the lowest compared entry with this formula, charge and spin: 4.582 eV
- Strongest force on any atom: 0.0319 hartree/bohr
- Multiplicity: 1

The geometry in XYZ format:
```
6
Properties=species:S:1:pos:R:3:lowdin_charge:R:1
C -0.29 -0.20 0.06 -0.38
C -1.54 0.08 -0.35 0.20
C -0.78 1.34 0.58 -0.03
N 0.00 0.78 1.32 0.20
C 0.85 -0.76 -0.56 -0.17
N 1.77 -1.25 -1.06 0.19
```


Entry from OMol25: a single C4N2 molecule (the ωB97M-V functional and the def2-TZVPD basis).

Results
- SMILES: N#CC#CC#N
- Orbital gap: 0.3545 Ha
- ΔE to the lowest compared entry with this formula, charge and spin: 2.736 eV
- Strongest force on any atom: 0.2572 hartree/bohr
- Multiplicity: 1

The geometry in XYZ format:
```
6
Properties=species:S:1:pos:R:3:lowdin_charge:R:1
C 2.05 -0.33 -0.02 -0.08
C 0.60 -0.24 -0.03 -0.06
C -0.57 -0.12 0.02 0.00
C -2.04 0.05 0.10 -0.15
N 3.18 0.44 0.00 0.14
N -3.23 0.20 -0.07 0.15
```